C2H3NO2 | ωB97M-V with the def2-TZVPD basis set

## Properties
Molecular weight, g mol⁻¹: 73.1
Relative energy (zero: lowest compared OMol25 entry of this formula, charge and spin), kcal/mol: 36.5
Total charge: 0
Orbital gap, hartree: 0.3492
E, hartree: -283.1998

```
8
Properties=species:S:1:pos:R:3:forces:R:3
C 0.831520 -1.131710 -0.251459 -1.0 2.0 2.5
C -0.348378 0.086628 0.669363 3.8 -2.6 -5.0
N -0.469218 1.181653 -0.137441 -2.3 0.9 0.8
O 1.289737 -0.757630 -1.274602 0.0 -0.3 -0.6
O -0.803538 -0.196970 1.701051 -1.2 0.1 2.2
H 1.208938 -2.031987 0.336859 -0.6 0.5 -0.5
H -0.316439 1.276067 -1.144751 0.6 -1.0 0.8
H -1.392622 1.573949 0.100980 0.8 0.5 -0.2
```
Forces are in eV/Å.

Here are the natural (NBO) charges for atoms 1 to 2, given in e: C 0.33; C 0.65

---

C5H9NO | ωB97M-V with the def2-TZVPD basis set

## Properties
Molecular weight, g mol⁻¹: 99.1
Relative energy (zero: lowest compared OMol25 entry of this formula, charge and spin), kcal/mol: 35.4
Total charge: 0
Orbital gap, hartree: 0.4193
E, hartree: -325.8811

```
16
Properties=species:S:1:pos:R:3:forces:R:3
C -1.511933 -1.347556 -0.437639 -0.2 -0.1 0.0
O -0.291218 -0.778995 -0.879502 0.1 0.0 -0.1
C 0.342483 0.088785 0.035841 0.1 0.2 0.1
C 1.794950 0.249579 -0.428925 0.1 0.0 0.0
C -0.379534 1.446073 0.100418 -0.1 0.1 0.0
C 0.366657 -0.497683 1.410932 0.1 -0.3 0.9
N 0.428388 -0.870446 2.504024 -0.1 0.3 -1.0
H -1.333732 -2.299144 0.078939 0.0 0.2 -0.1
H -2.057958 -0.684313 0.244858 0.1 -0.1 -0.1
H -2.127312 -1.519874 -1.323215 0.1 0.0 0.1
H 1.851952 0.975436 -1.244093 -0.1 -0.1 0.1
H 2.177691 -0.709239 -0.785320 -0.1 0.1 0.1
H 2.423357 0.598049 0.394302 -0.1 0.0 -0.1
H -0.143551 1.973996 1.027535 0.0 0.0 -0.1
H -1.463352 1.310570 0.050806 0.2 0.0 0.1
H -0.076888 2.064760 -0.748961 0.0 -0.1 0.1
```
Forces are in eV/Å.

Here are the natural (NBO) charges for atoms 1 to 2, given in e: C -0.26; O -0.52

---

C20H14N3O10PdS | ωB97M-V with the def2-TZVPD basis set

## Properties
Molecular weight, g mol⁻¹: 594.8
Relative energy (zero: lowest compared OMol25 entry of this formula, charge and spin), kcal/mol: 7.5
Total charge: -1
Orbital gap, hartree: 0.2396
E, hartree: -2213.3189

```
49
Properties=species:S:1:pos:R:3:forces:R:3
Pd 0.965911 -0.012559 1.263566 -0.7 0.6 0.8
O 0.120416 1.326522 3.475155 -0.1 -0.1 0.2
C -0.765349 2.139068 3.350449 0.0 0.0 -0.1
C -1.775366 2.223181 2.286268 0.1 -0.1 -0.1
C -2.863438 3.029084 2.598768 0.0 0.1 0.1
C -3.933794 3.173376 1.746661 0.0 0.1 -0.1
C -3.930321 2.525156 0.500792 -0.1 0.1 0.0
C -2.862896 1.760333 0.146466 0.0 0.0 0.0
C -1.727035 1.552514 1.006638 0.0 0.1 0.0
O -0.795562 0.825423 0.547608 0.1 0.0 0.0
N -5.064014 3.979624 2.139934 -0.2 -0.5 0.2
O -5.047169 4.515483 3.238748 0.1 0.2 -0.1
O -6.026623 4.030055 1.387268 0.1 0.2 -0.1
H -0.890719 2.925314 4.126269 0.0 0.0 0.0
H -2.881691 3.549998 3.548390 0.0 0.0 0.0
H -4.778371 2.657989 -0.156691 0.0 0.0 0.0
H -2.823850 1.263022 -0.814196 0.0 0.0 0.0
O 3.770505 1.313973 -5.952889 0.0 0.0 0.1
C 3.219188 0.082109 -5.859943 -0.1 0.1 0.0
O 3.247170 -0.647465 -6.812870 0.0 0.0 0.0
C 2.589202 -0.285154 -4.553903 0.0 0.0 0.0
C 2.349304 0.625065 -3.530090 0.0 0.1 -0.1
C 1.769056 0.216984 -2.343536 0.0 0.2 0.1
C 1.425700 -1.112355 -2.156842 0.0 -0.2 -0.1
C 1.663934 -2.029726 -3.180286 -0.1 -0.1 0.0
C 2.230747 -1.617760 -4.369117 0.0 0.0 0.0
N 0.875129 -1.422409 -0.899090 0.2 0.6 -0.5
C 0.470267 -2.550124 -0.552402 -0.1 -0.6 0.1
C -0.063124 -2.751888 0.815738 -0.1 0.0 0.0
C -0.562542 -3.988662 1.177927 -0.1 -0.3 -0.1
C -1.095827 -4.174376 2.442567 0.0 -0.1 0.0
C -1.122250 -3.104253 3.313257 0.0 0.0 0.0
C -0.588754 -1.896775 2.890651 0.0 0.2 0.1
N -0.067340 -1.726573 1.680228 0.1 -0.3 -0.1
H 3.751881 1.754778 -5.093850 0.0 -0.1 -0.1
H 2.600839 1.675478 -3.629544 0.0 0.0 0.0
H 1.603700 0.911177 -1.529592 0.0 0.0 0.0
H 1.418717 -3.075896 -3.047421 0.0 0.0 0.0
H 2.422022 -2.315896 -5.172868 0.0 0.0 0.0
H 0.469207 -3.424168 -1.213844 0.0 -0.1 0.2
H -0.528357 -4.796495 0.457232 0.0 0.0 0.0
H -1.484594 -5.138933 2.742537 0.0 0.0 0.0
H -1.537318 -3.194948 4.306898 0.0 0.0 0.0
H -0.558154 -1.026480 3.534403 0.0 0.0 0.0
O 2.305553 1.482211 1.075554 0.1 -0.1 -0.1
S 3.451933 0.460595 1.211069 0.8 0.0 -0.5
O 4.545644 0.982221 1.980565 -0.1 0.0 0.1
O 2.702592 -0.648405 1.986283 0.1 0.0 -0.2
O 3.805843 -0.039431 -0.108913 0.1 0.1 0.2
```
Forces are in eV/Å.

Here are the natural (NBO) charges for atoms 1 to 2, given in e: Pd 1.04; O -0.56